{"formula": "C48H42Cl2N6O2P2S3Ta", "method": "the ωB97M-V functional and the def2-TZVPD basis", "lumo_ev": -3.36, "e_homo_ev": -9.62, "energy_ha": -5188.07226, "charge": 1, "species": ["Ta", "Cl", "C", "C", "C", "N", "C", "O", "C", "C", "C", "C", "C", "N", "C", "C", "C", "Cl", "N", "C", "O", "C", "C", "C", "C", "C", "N", "H", "H", "H", "H", "H", "H", "H", "H", "H", "H", "S", "P", "C", "P", "S", "C", "C", "C", "C", "C", "C", "C", "C", "C", "C", "C", "C", "C", "C", "C", "C", "C", "C", "C", "C", "C", "C", "C", "C", "H", "H", "H", "H", "H", "H", "H", "H", "H", "H", "H", "H", "H", "H", "H", "H", "H", "H", "H", "H", "C", "C", "N", "C", "S", "N", "C", "C", "H", "H", "H", "H", "H", "H", "H", "H", "H", "H", "H", "H"], "coordinates": [[-0.809, -1.185, 1.360], [2.321, -6.377, -1.842], [1.191, -5.500, -0.872], [1.594, -4.283, -0.338], [0.701, -3.562, 0.430], [0.935, -2.299, 1.017], [2.165, -1.913, 1.432], [3.202, -2.553, 1.416], [2.114, -0.569, 2.106], [3.254, 0.032, 2.599], [3.133, 1.232, 3.280], [1.876, 1.795, 3.440], [0.785, 1.147, 2.900], [0.898, -0.017, 2.247], [-0.596, -4.046, 0.647], [-0.992, -5.262, 0.129], [-0.087, -5.993, -0.634], [-0.593, -7.507, -1.286], [-1.362, -3.183, 1.472], [-2.047, -3.714, 2.532], [-2.606, -4.783, 2.586], [-1.910, -2.845, 3.753], [-2.483, -3.216, 4.951], [-2.209, -2.461, 6.079], [-1.367, -1.367, 5.958], [-0.854, -1.048, 4.716], [-1.115, -1.770, 3.622], [2.588, -3.912, -0.531], [4.201, -0.463, 2.444], [4.009, 1.726, 3.679], [1.737, 2.737, 3.951], [-0.213, 1.558, 2.962], [-1.984, -5.645, 0.309], [-3.110, -4.096, 4.968], [-2.635, -2.726, 7.037], [-1.108, -0.759, 6.813], [-0.211, -0.190, 4.597], [-1.766, -1.424, -0.791], [-0.493, 0.193, -0.777], [-1.238, 1.392, 0.311], [-2.910, 1.292, 0.807], [-3.049, -0.191, 2.202], [-3.501, 2.781, 1.640], [-4.596, 3.484, 1.148], [-5.044, 4.620, 1.810], [-4.402, 5.056, 2.957], [-3.311, 4.352, 3.455], [-2.867, 3.218, 2.802], [-4.020, 1.010, -0.579], [-3.769, 1.711, -1.757], [-4.622, 1.563, -2.839], [-5.712, 0.707, -2.749], [-5.958, 0.005, -1.576], [-5.116, 0.158, -0.486], [-0.269, 0.744, -2.498], [-1.098, 0.234, -3.495], [-0.985, 0.703, -4.795], [-0.056, 1.687, -5.102], [0.774, 2.192, -4.111], [0.682, 1.715, -2.813], [-0.435, 2.657, 0.298], [0.966, 2.617, 0.332], [1.731, 3.768, 0.224], [1.122, 5.005, 0.084], [-0.263, 5.066, 0.022], [-1.026, 3.912, 0.110], [-5.099, 3.155, 0.248], [-5.898, 5.161, 1.425], [-4.752, 5.942, 3.469], [-2.812, 4.689, 4.354], [-2.026, 2.667, 3.202], [-2.904, 2.360, -1.833], [-4.428, 2.105, -3.756], [-6.373, 0.586, -3.597], [-6.805, -0.664, -1.511], [-5.297, -0.392, 0.429], [-1.831, -0.527, -3.266], [-1.626, 0.297, -5.566], [0.027, 2.054, -6.117], [1.506, 2.952, -4.347], [1.356, 2.090, -2.060], [1.487, 1.668, 0.403], [2.811, 3.686, 0.240], [1.715, 5.906, 0.004], [-0.759, 6.018, -0.115], [-2.100, 3.998, 0.018], [4.150, 0.704, -4.414], [3.492, -0.655, -4.235], [4.180, -1.494, -3.260], [3.965, -1.460, -1.937], [2.857, -0.380, -1.238], [4.636, -2.333, -1.172], [5.553, -3.361, -1.640], [6.960, -2.840, -1.910], [3.609, 1.285, -5.162], [5.183, 0.600, -4.748], [4.141, 1.253, -3.472], [3.487, -1.207, -5.175], [2.458, -0.539, -3.909], [4.867, -2.138, -3.615], [4.414, -2.296, -0.186], [5.133, -3.847, -2.526], [5.581, -4.128, -0.868], [6.965, -2.052, -2.664], [7.602, -3.649, -2.259], [7.393, -2.428, -0.999]], "lowdin_charge": [1.317, 0.682, -0.666, -0.022, -0.213, -0.059, -0.507, 0.050, -0.200, 0.032, -0.004, -0.024, -0.159, -0.035, -0.253, -0.025, -0.672, 0.695, -0.131, -0.444, 0.124, -0.210, 0.035, -0.011, -0.022, -0.118, -0.064, 0.093, 0.132, 0.123, 0.124, 0.094, 0.116, 0.133, 0.123, 0.118, 0.094, 0.443, 0.588, -0.626, 0.577, 0.383, -0.357, -0.066, -0.057, -0.060, -0.060, -0.096, -0.397, -0.093, -0.063, -0.060, -0.058, -0.093, -0.382, -0.117, -0.069, -0.066, -0.071, -0.115, -0.308, -0.127, -0.073, -0.078, -0.063, -0.046, 0.107, 0.112, 0.111, 0.110, 0.086, 0.112, 0.112, 0.111, 0.112, 0.089, 0.066, 0.110, 0.110, 0.112, 0.072, 0.062, 0.113, 0.106, 0.109, 0.096, -0.089, -0.256, 0.011, -0.779, 0.708, -0.004, -0.235, -0.076, 0.068, 0.074, 0.057, 0.120, 0.079, 0.121, 0.085, 0.113, 0.124, 0.067, 0.079, 0.079]}

---

{"formula": "C59H49ClFeIN3OP2S2", "method": "the ωB97M-V functional and the def2-TZVPD basis", "lumo_ev": [-0.05, -0.57], "spin_multiplicity": 5, "e_homo_ev": [-6.48, -5.77], "energy_ha": -6017.69693, "species": ["Fe", "O", "S", "C", "C", "C", "C", "C", "C", "C", "C", "C", "C", "P", "C", "C", "C", "C", "C", "C", "C", "C", "C", "C", "C", "C", "C", "C", "C", "C", "C", "C", "C", "C", "C", "C", "C", "C", "P", "C", "C", "C", "C", "C", "C", "C", "C", "C", "C", "C", "C", "C", "C", "H", "H", "H", "H", "H", "H", "H", "H", "H", "H", "H", "H", "H", "H", "H", "H", "H", "H", "H", "H", "H", "H", "H", "H", "H", "H", "H", "H", "H", "H", "H", "H", "H", "H", "H", "H", "I", "C", "C", "C", "N", "N", "C", "N", "S", "H", "H", "H", "H", "H", "H", "H", "Cl", "C", "C", "C", "C", "C", "C", "C", "H", "H", "H", "H", "H", "H"], "coordinates": [[13.428, 10.923, 11.257], [14.117, 10.542, 14.459], [14.822, 11.119, 13.246], [16.310, 10.100, 13.196], [16.690, 9.834, 14.483], [17.832, 9.048, 14.697], [18.542, 8.551, 13.639], [19.822, 7.716, 13.601], [20.261, 7.799, 12.126], [19.087, 8.454, 11.405], [18.951, 8.901, 10.101], [17.909, 9.765, 9.760], [16.830, 9.951, 10.647], [15.303, 10.587, 9.908], [15.113, 9.372, 8.584], [14.148, 8.237, 8.829], [14.534, 7.048, 8.003], [15.381, 7.143, 6.936], [16.176, 8.285, 6.662], [15.988, 9.382, 7.528], [15.699, 12.206, 9.109], [15.034, 12.527, 7.910], [15.536, 13.502, 7.052], [16.780, 14.083, 7.376], [17.448, 13.715, 8.532], [16.835, 12.889, 9.484], [16.935, 9.559, 12.023], [18.125, 8.879, 12.342], [15.451, 12.759, 13.640], [16.742, 13.040, 13.179], [17.441, 14.134, 13.630], [16.779, 15.017, 14.496], [17.180, 16.277, 15.160], [15.999, 16.695, 16.067], [14.980, 15.644, 15.845], [13.642, 15.559, 16.250], [12.860, 14.431, 15.737], [13.316, 13.469, 14.836], [12.109, 12.263, 14.191], [11.633, 11.292, 15.557], [10.651, 10.292, 15.485], [10.166, 9.636, 16.624], [10.630, 9.954, 17.866], [11.674, 10.884, 17.940], [12.252, 11.435, 16.803], [10.754, 13.471, 13.838], [9.436, 13.076, 14.068], [8.402, 13.918, 13.675], [8.660, 15.063, 12.926], [10.035, 15.456, 12.640], [11.052, 14.741, 13.228], [14.722, 13.551, 14.541], [15.479, 14.658, 14.950], [16.169, 10.308, 15.337], [18.131, 8.900, 15.752], [20.617, 8.221, 14.169], [19.656, 6.672, 13.933], [21.143, 8.504, 12.088], [20.614, 6.844, 11.738], [19.592, 8.498, 9.356], [17.832, 10.280, 8.816], [14.072, 7.988, 9.904], [13.901, 6.111, 8.115], [15.405, 6.299, 6.203], [16.939, 8.238, 5.865], [16.654, 10.187, 7.401], [14.105, 12.050, 7.562], [14.977, 13.846, 6.196], [17.201, 14.881, 6.788], [18.476, 14.112, 8.746], [17.288, 12.755, 10.450], [17.203, 12.419, 12.426], [18.421, 14.432, 13.336], [18.112, 16.243, 15.747], [17.367, 17.085, 14.446], [16.332, 16.677, 17.152], [15.483, 17.668, 15.873], [13.157, 16.325, 16.826], [11.806, 14.359, 16.006], [10.205, 9.995, 14.517], [9.576, 8.712, 16.445], [10.164, 9.619, 18.743], [12.125, 11.146, 18.930], [13.206, 12.054, 16.951], [9.259, 12.165, 14.613], [7.331, 13.651, 13.804], [7.885, 15.788, 12.642], [10.316, 16.337, 12.083], [12.087, 14.928, 13.051], [12.014, 9.124, 12.242], [8.344, 12.495, 9.492], [9.569, 11.721, 9.040], [10.864, 12.309, 9.550], [11.653, 11.776, 10.408], [12.687, 12.604, 10.826], [12.750, 13.716, 10.082], [13.732, 14.621, 10.328], [11.461, 13.834, 8.847], [7.458, 11.911, 9.296], [8.220, 13.451, 8.988], [8.388, 12.838, 10.522], [9.591, 11.693, 7.923], [9.591, 10.604, 9.341], [14.128, 14.535, 11.268], [13.457, 15.565, 10.060], [8.687, 4.537, 7.675], [9.675, 5.843, 8.172], [10.702, 5.659, 9.085], [11.626, 6.707, 9.238], [11.611, 7.788, 8.373], [12.765, 8.726, 8.336], [10.431, 8.090, 7.638], [9.462, 7.113, 7.572], [10.643, 4.780, 9.748], [12.356, 6.624, 9.979], [12.854, 9.126, 7.304], [12.594, 9.611, 8.924], [10.429, 9.077, 7.070], [8.546, 7.377, 7.093]], "lowdin_spin": [2.845, -0.001, -0.002, -0.007, 0.001, -0.001, 0.001, 0.000, 0.001, 0.008, -0.001, 0.009, 0.001, 0.001, 0.244, 0.066, 0.218, 0.011, 0.297, 0.000, -0.006, 0.002, 0.000, 0.001, 0.000, 0.000, 0.000, 0.000, 0.000, 0.001, 0.000, 0.002, 0.000, 0.000, 0.001, -0.001, 0.001, -0.001, 0.005, 0.001, 0.002, 0.000, 0.000, 0.000, 0.000, 0.000, 0.001, 0.000, 0.001, 0.000, 0.001, 0.000, 0.000, 0.000, 0.000, 0.000, 0.000, 0.001, 0.000, 0.000, 0.000, 0.017, 0.009, -0.005, 0.017, -0.005, 0.001, 0.000, 0.000, 0.000, 0.000, 0.000, 0.000, 0.000, 0.000, 0.000, 0.000, 0.000, 0.000, 0.002, 0.000, 0.000, 0.000, 0.000, 0.000, 0.000, 0.000, 0.000, 0.000, 0.057, 0.001, 0.001, 0.015, 0.030, 0.011, 0.040, 0.018, 0.025, 0.000, 0.000, 0.000, 0.000, 0.000, 0.000, 0.001, 0.000, 0.000, 0.000, 0.001, 0.005, 0.050, 0.002, 0.001, 0.000, 0.001, 0.001, 0.002, 0.000, 0.000]}

---

{"formula": "C23H28FN3O3S", "method": "the ωB97M-V functional and the def2-TZVPD basis", "lumo_ev": 0.68, "e_homo_ev": -8.82, "energy_ha": -1781.33787, "smiles": "CC(C)(C)NC(=O)[C@@H](c1cccs1)N(C(=O)C(=O)NC1CCCC1)c1ccccc1F", "species": ["C", "C", "C", "C", "N", "C", "O", "C", "C", "C", "C", "C", "S", "N", "C", "O", "C", "O", "N", "C", "C", "C", "C", "C", "C", "C", "C", "C", "C", "C", "F", "H", "H", "H", "H", "H", "H", "H", "H", "H", "H", "H", "H", "H", "H", "H", "H", "H", "H", "H", "H", "H", "H", "H", "H", "H", "H", "H", "H"], "coordinates": [[-4.199, -2.086, -0.607], [-4.461, -0.600, -0.357], [-5.285, -0.004, -1.500], [-5.173, -0.401, 0.979], [-3.187, 0.116, -0.269], [-2.262, 0.178, -1.235], [-2.306, -0.408, -2.295], [-1.051, 1.075, -0.882], [-1.394, 2.222, 0.014], [-0.891, 2.557, 1.232], [-1.464, 3.738, 1.759], [-2.391, 4.283, 0.935], [-2.585, 3.372, -0.513], [0.009, 0.243, -0.312], [1.272, 0.701, -0.410], [1.558, 1.757, -0.951], [2.366, -0.147, 0.249], [2.149, -1.073, 1.008], [3.572, 0.301, -0.112], [4.824, -0.244, 0.353], [5.688, -0.711, -0.821], [6.315, 0.577, -1.366], [6.375, 1.553, -0.175], [5.689, 0.840, 1.000], [-0.307, -1.077, 0.100], [0.010, -2.157, -0.715], [-0.312, -3.445, -0.333], [-0.963, -3.676, 0.866], [-1.304, -2.614, 1.683], [-0.979, -1.330, 1.290], [-1.342, -0.301, 2.088], [-5.142, -2.619, -0.693], [-3.638, -2.211, -1.529], [-3.624, -2.516, 0.210], [-5.447, 1.059, -1.336], [-6.249, -0.501, -1.568], [-4.756, -0.134, -2.439], [-6.120, -0.932, 0.979], [-5.371, 0.655, 1.154], [-4.564, -0.783, 1.796], [-3.029, 0.652, 0.573], [-0.665, 1.472, -1.833], [-0.138, 1.988, 1.745], [-1.191, 4.155, 2.711], [-2.977, 5.169, 1.079], [3.586, 1.119, -0.709], [4.567, -1.054, 1.041], [5.104, -1.242, -1.571], [6.459, -1.383, -0.446], [7.303, 0.388, -1.784], [5.696, 0.988, -2.163], [7.403, 1.812, 0.076], [5.856, 2.481, -0.416], [5.096, 1.520, 1.610], [6.429, 0.363, 1.642], [0.517, -1.969, -1.649], [-0.054, -4.272, -0.976], [-1.210, -4.683, 1.167], [-1.812, -2.763, 2.624]], "lowdin_charge": [-0.020, -0.573, -0.027, -0.029, 0.130, -0.464, 0.084, -0.175, -0.488, -0.119, -0.175, -0.406, 1.054, 0.077, -0.337, 0.093, -0.374, 0.094, 0.126, -0.303, -0.139, -0.184, -0.181, -0.136, -0.178, 0.005, -0.063, -0.074, -0.013, -0.209, 0.078, 0.086, 0.080, 0.069, 0.083, 0.085, 0.079, 0.088, 0.087, 0.083, 0.124, 0.163, 0.114, 0.102, 0.059, 0.144, 0.147, 0.114, 0.115, 0.102, 0.103, 0.102, 0.103, 0.114, 0.114, 0.134, 0.106, 0.107, 0.122]}

---

{"formula": "C3H4S2", "method": "the ωB97M-V functional and the def2-TZVPD basis", "lumo_ev": -0.07, "e_homo_ev": -8.60, "energy_ha": -912.98849, "species": ["C", "C", "C", "H", "H", "H", "H", "S", "S"], "coordinates": [[0.496, 0.578, -1.127], [0.553, -0.127, 0.241], [-0.885, -0.496, 0.645], [0.890, 0.838, 0.837], [1.463, -0.817, 0.000], [-1.456, -0.083, 1.616], [-1.292, -1.487, 0.766], [1.562, 1.396, -2.028], [-1.330, 0.198, -0.951]], "lowdin_charge": [-1.083, -0.386, -0.478, 0.144, 0.140, 0.126, 0.049, 0.652, 0.835]}